Record 1
This record from the Open Molecules 2025 dataset describes 3 unconnected molecules or ions with the total composition C5H11NO2. The level of theory is the ωB97M-V functional and the def2-TZVPD basis.

Properties
Maximum force (eV/A): 4.748
DFT total energy (hartree): -402.2681
Spin multiplicity: 2
HOMO level (alpha / beta) (eV): -4.19 / -4.18
Net charge: -1

Last column: Löwdin charge in e.
Geometry (Å):
C (0.8117, 0.6322, -1.5455)  -0.0711
C (0.2465, 0.5739, -0.1048)  -0.2977
N (-0.9976, -0.2705, -0.1348)  0.0364
C (-3.5583, 0.1857, 0.4922)  -0.0966
C (0.1983, -0.9073, 0.3891)  -0.1876
C (3.4139, -0.2553, 0.6730)  -0.6528
O (3.2232, -1.1872, -0.1370)  -0.1359
O (2.7980, 0.8339, 0.7783)  -0.1480
H (0.7129, 1.6600, -1.9056)  0.0586
H (-3.3885, 0.4992, -0.5307)  0.0030
H (0.1621, -0.0126, -2.1600)  0.0712
H (0.5473, 1.1906, 0.7074)  0.0940
H (1.8493, 0.3352, -1.4788)  0.0462
H (-4.5294, 0.5140, 0.8526)  0.0016
H (-2.7182, 0.5719, 1.0696)  -0.0002
H (-3.4300, -0.9050, 0.4881)  0.0135
H (0.4336, -1.7494, -0.2444)  0.0876
H (-0.0116, -1.3199, 1.3814)  0.0990
H (4.2368, -0.3894, 1.4100)  0.0789

=====

Record 2
This record from the Open Molecules 2025 dataset describes 18 unconnected molecules or ions with the total composition C38H57BrN21O. The level of theory is the ωB97M-V functional and the def2-TZVPD basis.

Properties
Maximum force (eV/A): 0.675
DFT total energy (hartree): -5280.9654
Spin multiplicity: 1
HOMO level (eV): -12.20
Net charge: +1

Last column: Löwdin charge in e.
Geometry (Å):
O (3.3349, -1.9899, -1.7030)  0.0576
C (2.5149, -1.7058, -2.4964)  -0.8175
Br (2.4568, -2.5183, -4.2391)  0.7694
C (1.4006, -0.7198, -2.2273)  -0.1737
N (0.3142, -1.4234, -1.5595)  0.1096
C (-0.9608, -1.4374, -1.9433)  -0.3340
N (-1.9486, -2.0639, -1.2729)  0.1672
C (-3.0526, -1.8105, -1.9657)  -0.1010
N (-2.8036, -1.0623, -3.0422)  0.1221
N (-1.4572, -0.8165, -3.0410)  0.1678
H (1.0597, -0.2476, -3.1444)  0.1057
H (1.7876, 0.0687, -1.5770)  0.0888
H (0.5428, -1.9422, -0.7255)  0.1644
H (-4.0548, -2.1498, -1.7330)  0.0894
H (-3.4249, -0.7056, -3.7576)  0.1632
H (-1.0110, -0.2730, -3.7638)  0.1719
C (-3.2012, 1.1838, 1.0894)  -0.0776
C (-3.9914, 1.1066, -0.1331)  -0.2686
N (-4.5915, 1.0060, -1.1111)  0.1402
H (-3.2839, 0.2469, 1.6364)  0.0674
H (-2.1566, 1.3745, 0.8510)  0.0842
H (-3.5628, 1.9913, 1.7210)  0.0679
C (-4.6166, 0.6239, 4.8214)  -0.0737
C (-3.4095, 1.3754, 4.5277)  -0.2910
N (-2.4626, 1.9454, 4.2123)  0.1365
H (-5.0539, 0.2932, 3.8804)  0.0339
H (-4.3756, -0.2474, 5.4299)  0.0822
H (-5.3318, 1.2559, 5.3500)  0.0267
C (6.3268, -2.9894, -3.0156)  -0.0536
C (6.6569, -2.5154, -4.3502)  -0.2622
N (6.9414, -2.1156, -5.3887)  0.1499
H (7.0060, -2.5388, -2.2937)  0.0846
H (5.3046, -2.7177, -2.7644)  0.0325
H (6.4330, -4.0717, -2.9715)  0.0926
C (6.0224, 0.9897, 0.1346)  -0.0806
C (4.7007, 1.0985, -0.4660)  -0.2441
N (3.6790, 1.1955, -0.9818)  0.1422
H (5.9391, 0.8553, 1.2095)  0.0706
H (6.5487, 0.1388, -0.2933)  0.0766
H (6.5940, 1.8945, -0.0570)  0.0859
C (-4.4239, 2.2847, -4.3573)  -0.0752
C (-3.5402, 1.6928, -5.3489)  -0.3067
N (-2.8502, 1.1515, -6.0931)  0.1182
H (-4.4584, 3.3679, -4.4539)  0.0897
H (-5.4251, 1.8727, -4.4722)  0.0589
H (-4.0541, 2.0144, -3.3689)  0.0385
C (-6.8177, 4.3098, 3.6283)  -0.0599
C (-6.6732, 3.6241, 4.9014)  -0.2683
N (-6.5518, 3.0896, 5.9118)  0.1406
H (-7.5613, 3.8035, 3.0153)  0.0837
H (-7.1279, 5.3377, 3.8038)  0.0881
H (-5.8589, 4.3183, 3.1131)  0.0789
C (6.9216, 1.0198, -6.6505)  -0.0829
C (6.6770, 2.4378, -6.8728)  -0.2885
N (6.5707, 3.5634, -7.0820)  0.1278
H (7.9887, 0.8482, -6.5158)  0.0613
H (6.3944, 0.6724, -5.7653)  0.0619
H (6.5811, 0.4484, -7.5114)  0.0857
C (-3.3239, 5.0008, 7.7116)  -0.0954
C (-3.6841, 5.5334, 6.4073)  -0.2815
N (-3.9814, 5.9551, 5.3813)  0.1184
H (-2.2994, 4.6422, 7.6893)  0.0699
H (-3.4087, 5.7809, 8.4628)  0.0658
H (-3.9855, 4.1761, 7.9612)  0.0370
C (9.5902, -1.1978, 2.3718)  -0.0612
C (8.9593, 0.1016, 2.1865)  -0.2652
N (8.4923, 1.1413, 2.0431)  0.1395
H (10.6722, -1.0843, 2.3565)  0.0887
H (9.2891, -1.6211, 3.3279)  0.0843
H (9.2949, -1.8725, 1.5708)  0.0819
C (-5.5740, -3.1785, 2.3484)  -0.0811
C (-5.9106, -1.7820, 2.1110)  -0.2612
N (-6.1518, -0.6732, 1.9326)  0.1472
H (-4.5294, -3.2561, 2.6283)  0.0557
H (-6.1859, -3.5800, 3.1534)  0.0906
H (-5.7496, -3.7561, 1.4468)  0.0499
C (10.1935, 3.1668, -8.0087)  -0.0558
C (10.6326, 1.8636, -7.5276)  -0.2710
N (10.9278, 0.8242, -7.1366)  0.1373
H (9.1049, 3.1843, -8.0213)  0.0519
H (10.5507, 3.9463, -7.3390)  0.0892
H (10.5730, 3.3524, -9.0110)  0.0872
C (-6.0833, 0.5217, 8.9787)  -0.0596
C (-4.8430, 1.1974, 8.6306)  -0.2679
N (-3.8883, 1.7500, 8.3122)  0.1515
H (-6.6010, 0.2189, 8.0706)  0.0810
H (-5.8705, -0.3564, 9.5855)  0.0833
H (-6.7238, 1.1992, 9.5393)  0.0885
C (-1.3623, -5.3137, 1.8101)  -0.0601
C (-2.7673, -5.5629, 2.0968)  -0.2631
N (-3.8737, -5.7641, 2.3301)  0.1494
H (-1.2653, -4.8401, 0.8344)  0.0710
H (-0.9441, -4.6557, 2.5700)  0.0867
H (-0.8144, -6.2538, 1.8126)  0.0882
C (-1.0376, 3.0920, 10.6984)  -0.0652
C (-1.2507, 4.5048, 10.4216)  -0.2773
N (-1.4531, 5.6125, 10.1966)  0.1414
H (0.0260, 2.8944, 10.8156)  0.0822
H (-1.5555, 2.8162, 11.6148)  0.0835
H (-1.4305, 2.4969, 9.8744)  0.0650
C (-6.6500, 0.0887, -8.0109)  -0.0588
C (-6.5279, -0.1189, -6.5757)  -0.2732
N (-6.4314, -0.2819, -5.4426)  0.1304
H (-6.7383, 1.1523, -8.2227)  0.0867
H (-5.7682, -0.3024, -8.5142)  0.0864
H (-7.5345, -0.4243, -8.3830)  0.0873
C (-5.3491, -6.1162, -1.3326)  -0.0554
C (-5.5473, -4.6760, -1.4116)  -0.2551
N (-5.7588, -3.5480, -1.4800)  0.1442
H (-4.2861, -6.3468, -1.3494)  0.0813
H (-5.7783, -6.4981, -0.4083)  0.0865
H (-5.8339, -6.5969, -2.1800)  0.0891
C (10.6002, -2.0086, -5.0735)  -0.0833
C (10.7288, -2.4770, -3.7008)  -0.2932
N (10.8302, -2.8465, -2.6174)  0.1073
H (10.5465, -0.9216, -5.0910)  0.0528
H (11.4512, -2.3249, -5.6724)  0.0850
H (9.6852, -2.4166, -5.4999)  0.0559

=====

Record 3
This record from the Open Molecules 2025 dataset describes 2 unconnected molecules or ions with the total composition C15H18O. The level of theory is the ωB97M-V functional and the def2-TZVPD basis.

Properties
Maximum force (eV/A): 1.615
DFT total energy (hartree): -657.3063
Spin multiplicity: 2
HOMO level (alpha / beta) (eV): -11.70 / -11.70
Net charge: +1

Last column: Löwdin charge in e.
Geometry (Å):
C (1.2641, 1.1997, -3.5465)  -0.2067
C (-0.0463, 0.5673, -3.9955)  -0.0936
C (1.8283, 0.5254, -2.3030)  -0.2435
C (2.0467, 1.2842, -1.1527)  -0.0518
C (2.2513, -0.8070, -2.3596)  -0.0376
C (2.6382, 0.6846, -0.0494)  -0.0982
C (2.5759, -1.4343, -1.1661)  -0.0890
C (2.7982, -0.6945, -0.0063)  -0.1299
H (2.0318, 1.0576, -4.3132)  0.1169
H (1.2587, 2.2761, -3.3860)  0.1059
H (-0.8560, 1.0877, -3.4779)  0.0645
H (1.7430, 2.3242, -1.1539)  0.1114
H (2.3538, -1.2597, -3.3400)  0.1250
H (2.7071, 1.2242, 0.8923)  0.1062
H (2.6246, -2.5177, -1.1263)  0.1049
H (3.1027, -1.2277, 0.8881)  0.1019
H (-0.0683, -0.4997, -3.7840)  0.0683
H (-0.2944, 0.6866, -5.0526)  0.0757
C (-3.3131, 1.8255, 0.6055)  -0.0096
C (-1.4003, 0.2248, 0.7040)  0.0341
C (-2.6043, 0.7325, 1.2895)  -0.1665
C (-0.5906, -0.6465, 1.3551)  0.0651
C (-1.0678, -1.1972, 2.5804)  -0.2347
C (-3.0866, 0.1612, 2.4972)  0.0312
C (-2.3304, -0.8091, 3.0880)  0.0564
O (-0.3467, -1.9744, 3.3461)  0.1891
H (-1.1445, 0.5386, -0.3018)  0.1300
H (0.3739, -0.9321, 0.9708)  0.1093
H (-2.9252, 2.0941, -0.3774)  0.0949
H (-3.1553, 2.7351, 1.1985)  0.1223
H (-4.0260, 0.4768, 2.9327)  0.1405
H (0.2663, -2.5626, 2.8806)  0.1626
H (-2.7727, -1.2434, 3.9746)  0.1429
H (-4.3786, 1.7063, 0.4992)  0.1021

=====

Record 4
This record from the Open Molecules 2025 dataset describes a molecular structure, C23H29GeI2MnNO. The level of theory is the ωB97M-V functional and the def2-TZVPD basis.

Properties
Maximum force (eV/A): 1.806
DFT total energy (hartree): -4847.0313
Spin multiplicity: 2
HOMO level (alpha / beta) (eV): -7.48 / -7.49

Last column: Löwdin charge in e.
Geometry (Å):
Mn (0.4663, 0.2419, -0.1632)  0.6977
C (1.8483, 3.9073, -1.8274)  -0.0679
C (1.0256, 3.6054, -0.5746)  -0.3748
C (-0.3477, 3.0193, -0.9337)  -0.0625
C (1.7178, 2.6337, 0.3595)  -0.2509
C (1.4895, 2.7110, 1.7368)  -0.0420
C (2.1034, 1.8342, 2.6115)  -0.0391
C (2.9860, 0.8599, 2.1487)  -0.2669
C (3.6427, -0.0927, 3.0957)  -0.0353
C (3.2688, 0.8181, 0.7895)  -0.0453
C (2.6271, 1.6724, -0.1077)  -0.0739
H (1.4004, 4.7191, -2.3959)  0.0812
H (1.9144, 3.0350, -2.4743)  0.0760
H (2.8565, 4.2073, -1.5532)  0.0871
H (0.8648, 4.5456, -0.0360)  0.1406
H (-0.2185, 2.0526, -1.4798)  0.0712
H (-0.9146, 3.6903, -1.5757)  0.0884
H (-0.9298, 2.8346, -0.0256)  0.0801
H (0.8352, 3.4801, 2.1222)  0.1207
H (1.9002, 1.9088, 3.6695)  0.1205
H (4.3580, 0.4331, 3.7271)  0.0852
H (4.1644, -0.8754, 2.5524)  0.0704
H (2.9019, -0.5561, 3.7441)  0.0857
H (4.0090, 0.1240, 0.4195)  0.0960
H (2.9495, 1.6670, -1.1416)  0.1173
I (4.1785, -3.1702, -0.5809)  0.8998
C (2.2913, -3.3083, -1.5045)  -0.6187
C (1.9054, -4.3839, -2.2795)  -0.2214
C (0.6346, -4.4143, -2.8170)  -0.6460
I (0.0678, -6.1501, -3.8938)  0.8671
C (-0.2635, -3.3393, -2.6650)  -0.2130
C (-1.5581, -3.2498, -3.2208)  -0.0305
C (-2.2795, -2.0892, -3.0710)  -0.0411
C (-1.7313, -1.0148, -2.3689)  -0.1147
N (-0.5490, -1.0751, -1.7675)  0.0775
C (0.1696, -2.2218, -1.9000)  -0.1375
C (1.4426, -2.2318, -1.2386)  -0.4438
O (1.7676, -1.2721, -0.4589)  -0.2026
H (2.5957, -5.1987, -2.4444)  0.0834
H (-1.9589, -4.0741, -3.7940)  0.0630
H (-3.2626, -1.9914, -3.5078)  0.1083
H (-2.2469, -0.0666, -2.2993)  0.1006
C (-3.3713, -2.0616, 1.6540)  -0.2281
Ge (-2.7650, -0.1645, 1.5927)  0.7733
C (-3.7805, 0.6663, 0.0767)  -0.2310
C (-3.4197, 0.7998, 3.2229)  -0.2340
C (-0.7904, -0.1026, 1.5082)  -0.3486
H (-4.4544, -2.1226, 1.6003)  0.0087
H (-3.0503, -2.5464, 2.5707)  0.0098
H (-2.9595, -2.6139, 0.8140)  0.0034
H (-4.7040, 1.0871, 0.4654)  0.0079
H (-4.0453, -0.0985, -0.6480)  -0.0056
H (-3.2352, 1.4583, -0.4307)  -0.0104
H (-4.4792, 0.6125, 3.3664)  0.0057
H (-3.2796, 1.8725, 3.1238)  0.0051
H (-2.8961, 0.4690, 4.1143)  0.0062
H (-0.4572, 0.6200, 2.2673)  -0.0403
H (-0.4349, -1.1002, 1.8265)  -0.0117

=====

Record 5
This record from the Open Molecules 2025 dataset describes 2 unconnected molecules or ions with the total composition C3H4O. The level of theory is the ωB97M-V functional and the def2-TZVPD basis.

Properties
Maximum force (eV/A): 4.478
DFT total energy (hartree): -191.6730
Spin multiplicity: 1
HOMO level (alpha / beta) (eV): -10.59 / -10.48

Last column: Löwdin charge in e.
Geometry (Å):
C (0.0058, 2.5508, -0.1653)  -0.0068
C (-0.2120, 1.3858, -0.0232)  0.0686
C (0.0116, -1.5805, 0.0918)  -0.1778
O (-0.9719, -0.5506, 0.0474)  -0.1671
H (0.3192, 3.4775, -0.5053)  -0.0014
H (0.1781, -1.8661, 1.2157)  0.1010
H (0.9903, -0.9997, -0.1330)  0.1040
H (-0.3212, -2.4172, -0.5280)  0.0794